{"formula": "C37H32CoN7O5", "method": "the ωB97M-V functional and the def2-TZVPD basis", "multiplicity": 4, "e_tot_ha": -3571.614688, "homo_energy_ev": [-4.25, -4.28], "largest_force_ev_per_a": 0.9, "total_charge": -1, "elements": ["Co", "C", "O", "C", "C", "C", "C", "C", "C", "N", "N", "C", "O", "C", "C", "C", "C", "C", "C", "C", "O", "H", "H", "H", "H", "H", "H", "H", "H", "H", "H", "H", "H", "O", "C", "C", "C", "C", "C", "C", "C", "N", "C", "C", "N", "H", "H", "H", "H", "H", "H", "H", "C", "C", "C", "C", "C", "N", "C", "O", "N", "C", "C", "C", "C", "N", "C", "C", "C", "H", "H", "H", "H", "H", "H", "H", "H", "H", "H", "H", "H", "H"], "positions_angstrom": [[0.57360, 0.32838, 0.04435], [2.28366, 2.00406, -3.54939], [1.31714, 1.59374, -4.50894], [0.18810, 0.90947, -4.13388], [-0.60157, 0.50121, -5.18761], [-1.77685, -0.22222, -4.98756], [-2.14467, -0.53423, -3.69839], [-1.37360, -0.12738, -2.60408], [-1.88171, -0.51930, -1.28781], [-1.34764, -0.21089, -0.18092], [-2.01557, -0.63682, 0.98170], [-1.19933, -0.52972, 2.01645], [-0.00530, -0.10821, 2.04195], [-1.78829, -0.91059, 3.34851], [-1.25739, -0.33830, 4.49621], [-1.78244, -0.64121, 5.74709], [-2.83596, -1.53755, 5.85982], [-3.36273, -2.12412, 4.71401], [-2.84389, -1.80944, 3.46458], [-0.17191, 0.62531, -2.78672], [0.54924, 1.05801, -1.79649], [3.07694, 2.47291, -4.13153], [2.68933, 1.16148, -2.98907], [1.87681, 2.72092, -2.83894], [-0.26644, 0.76073, -6.18610], [-2.38161, -0.52915, -5.83128], [-3.04961, -1.10391, -3.50744], [-2.79382, -1.12225, -1.24896], [-0.42426, 0.34598, 4.38808], [-1.36935, -0.17654, 6.63530], [-3.23695, -1.78792, 6.83470], [-4.18349, -2.82864, 4.79653], [-3.24334, -2.24658, 2.55970], [1.15444, -1.68634, -0.07994], [2.11638, -2.23557, 0.55610], [1.99666, -3.57818, 1.03114], [3.02452, -4.22850, 1.66759], [4.25937, -3.59770, 1.88736], [4.40490, -2.29442, 1.46165], [3.37274, -1.59859, 0.81998], [3.58541, -0.21585, 0.40300], [2.67468, 0.72510, 0.22842], [3.33982, 1.86932, -0.16569], [4.67373, 1.63501, -0.21636], [4.81559, 0.30745, 0.14403], [1.04187, -4.06382, 0.86545], [2.87601, -5.24500, 2.01942], [5.06961, -4.11144, 2.38855], [5.34536, -1.78662, 1.65986], [2.80447, 2.77751, -0.40011], [5.50806, 2.25655, -0.49548], [5.66907, -0.21923, 0.15846], [-8.90293, -0.89775, 1.57543], [-7.71765, 0.03497, 1.57407], [-7.86364, 1.39685, 1.35333], [-6.77451, 2.26074, 1.30994], [-5.49216, 1.75266, 1.49749], [-4.31283, 2.54374, 1.45003], [-4.25998, 3.89806, 1.33624], [-5.24114, 4.62043, 1.28887], [-3.00044, 4.50042, 1.28322], [-1.68124, 4.00501, 1.40749], [-0.76968, 4.71064, 2.17629], [0.50838, 4.22072, 2.33309], [0.84867, 3.02213, 1.72580], [0.00113, 2.36982, 0.94732], [-1.22380, 2.84943, 0.77008], [-5.32765, 0.39003, 1.72624], [-6.42650, -0.44959, 1.76221], [-9.83793, -0.34602, 1.68038], [-8.83981, -1.61920, 2.39232], [-8.95583, -1.46558, 0.64311], [-8.85821, 1.80702, 1.20739], [-6.91536, 3.31537, 1.13953], [-3.45012, 2.03465, 1.55066], [-3.09896, 5.49818, 1.35387], [-1.07351, 5.63806, 2.65059], [1.22851, 4.74135, 2.94960], [1.81499, 2.55432, 1.88257], [-1.86332, 2.27630, 0.10240], [-4.33250, -0.02277, 1.85400], [-6.26729, -1.50853, 1.93812]], "lowdin_charge": [0.6763, -0.0940, -0.0893, -0.2100, -0.0353, -0.1233, -0.0879, -0.1295, -0.0781, -0.0739, 0.0782, -0.4841, -0.0826, -0.1465, -0.0297, -0.0932, -0.1108, -0.0940, -0.0508, -0.2694, -0.1572, 0.0823, 0.0843, 0.0774, 0.1093, 0.0860, 0.0984, 0.1216, 0.1097, 0.0940, 0.0913, 0.0943, 0.1029, -0.0973, -0.3712, -0.0194, -0.1172, -0.1376, -0.0814, -0.0919, -0.2473, 0.0714, -0.1500, -0.0914, 0.1004, 0.1071, 0.0915, 0.0806, 0.0936, 0.1036, 0.1003, 0.1403, -0.0639, -0.2942, -0.0523, -0.0121, -0.2006, 0.1618, -0.5095, 0.0429, 0.1302, -0.2067, -0.0183, -0.0500, -0.1282, 0.0549, -0.0507, -0.0116, -0.0442, 0.0678, 0.0729, 0.0772, 0.1054, 0.0925, 0.1161, 0.1368, 0.1153, 0.1035, 0.1027, 0.1201, 0.0800, 0.1113]}

{"formula": "C32H38BrN4O6S2SbV", "method": "the ωB97M-V functional and the def2-TZVPD basis", "multiplicity": 2, "e_tot_ha": -6467.348021, "de_lowest_kcal_mol": 4.06, "homo_energy_ev": [-8.79, -8.79], "largest_force_ev_per_a": 0.2, "total_charge": 0, "elements": ["V", "C", "C", "C", "C", "C", "C", "N", "Sb", "C", "C", "C", "C", "C", "C", "N", "C", "C", "C", "C", "C", "C", "N", "H", "H", "H", "H", "H", "H", "H", "H", "H", "H", "H", "H", "H", "H", "H", "H", "H", "H", "O", "S", "O", "O", "O", "C", "C", "C", "C", "C", "C", "C", "Br", "C", "O", "C", "C", "C", "C", "C", "C", "H", "H", "H", "H", "H", "H", "H", "H", "H", "H", "H", "H", "H", "H", "H", "H", "H", "H", "H", "H", "O", "S", "N"], "positions_angstrom": [[-0.93992, -2.88574, 0.04722], [-2.29088, -5.87826, -2.99997], [-2.01430, -4.59759, -3.72941], [-2.69000, -4.29659, -4.91035], [-2.43538, -3.10406, -5.55720], [-1.53626, -2.22436, -4.98143], [-0.93428, -2.58799, -3.78690], [-1.12544, -3.75724, -3.18754], [0.26417, -1.06162, -2.88000], [1.52075, -2.18444, -1.54595], [2.83689, -2.27788, -1.96517], [3.79694, -2.78230, -1.10624], [3.41719, -3.13588, 0.17023], [2.08393, -3.04868, 0.54496], [1.66634, -3.43858, 1.92580], [1.15146, -2.60230, -0.31902], [-0.97185, -0.23107, -1.30568], [-1.66196, 0.91484, -1.67068], [-2.28276, 1.66631, -0.69078], [-2.07529, 1.32413, 0.63048], [-1.33341, 0.19556, 0.94542], [-0.93708, -0.06846, 2.37073], [-0.87288, -0.62707, -0.02185], [-1.43163, -6.54974, -3.05637], [-3.15148, -6.39042, -3.42627], [-2.49134, -5.66875, -1.94922], [-3.41403, -4.99622, -5.30521], [-2.94684, -2.85306, -6.47753], [-1.32476, -1.26383, -5.43568], [3.10858, -1.93277, -2.95448], [4.82830, -2.87214, -1.42161], [4.13796, -3.49889, 0.88881], [0.92442, -4.23625, 1.91231], [1.23388, -2.57892, 2.43829], [2.52969, -3.77261, 2.49757], [-1.73090, 1.18814, -2.71537], [-2.88614, 2.52682, -0.94980], [-2.48610, 1.92198, 1.43080], [-1.81119, -0.09441, 3.02256], [0.43460, 0.57409, 3.85470], [-0.44737, -1.03069, 2.43821], [-4.06031, -1.09162, -0.36116], [-3.91986, -2.07753, -1.39175], [-4.70081, -3.26699, -1.31362], [-2.28619, -2.77901, -0.86749], [-3.56255, -1.59869, -2.69535], [-1.33579, 5.33821, 1.51922], [-0.75100, 4.80771, 2.83605], [0.33185, 5.76665, 3.34427], [-1.87252, 4.75125, 3.87337], [-0.13931, 3.43276, 2.59292], [-0.54736, 2.31088, 3.18413], [0.07395, 0.98645, 2.90514], [-1.90855, -3.18318, 2.18618], [1.27694, 0.98520, 1.97720], [1.87686, -0.06343, 1.81259], [1.63829, 2.24348, 1.28394], [0.95276, 3.35177, 1.61795], [2.74165, 2.22711, 0.23385], [2.33597, 1.27062, -0.89641], [2.96081, 3.61210, -0.37704], [4.06976, 1.77055, 0.85791], [-1.77896, 6.32381, 1.67247], [-2.11426, 4.66960, 1.14558], [-0.57129, 5.43380, 0.74622], [-0.09782, 6.75731, 3.50614], [1.15571, 5.87616, 2.63749], [0.74484, 5.41459, 4.29137], [-2.27530, 5.75292, 4.03135], [-1.51145, 4.37822, 4.83321], [-2.69799, 4.11624, 3.54493], [-1.36486, 2.30958, 3.89535], [1.22187, 4.27665, 1.12539], [2.18493, 0.26204, -0.51543], [3.11988, 1.23796, -1.65744], [1.41369, 1.61329, -1.37363], [2.06017, 3.98620, -0.86958], [3.74836, 3.55058, -1.12935], [3.27831, 4.34207, 0.37121], [3.99678, 0.76187, 1.25680], [4.36935, 2.44430, 1.66372], [4.85324, 1.78937, 0.09671], [1.59668, -5.34464, -1.41561], [0.30873, -5.74069, -0.85696], [-0.52681, -4.78865, -0.09017]], "lowdin_charge": [0.5261, -0.0417, -0.3135, -0.0144, -0.0584, -0.1441, -0.4726, 0.0775, 1.5711, -0.4289, -0.1270, -0.0324, -0.0073, -0.3174, -0.0373, -0.0267, -0.4344, -0.1170, -0.0235, 0.0010, -0.2448, -0.1245, 0.0263, 0.0656, 0.0796, 0.0678, 0.1135, 0.1106, 0.0854, 0.0915, 0.1172, 0.1208, 0.0448, 0.0604, 0.0895, 0.1007, 0.1191, 0.1186, 0.1258, 0.1673, 0.0194, -0.2753, 0.4587, -0.2604, -0.4778, -0.2807, -0.0367, -0.5600, -0.0404, -0.0621, -0.1666, -0.0053, -0.1812, 0.3446, -0.2874, 0.0792, -0.0698, 0.0606, -0.5329, -0.0520, -0.0633, -0.0340, 0.0889, 0.0817, 0.0791, 0.0879, 0.0782, 0.0931, 0.0881, 0.0887, 0.0857, 0.1189, 0.0927, 0.0562, 0.0928, 0.0743, 0.0883, 0.0883, 0.0887, 0.0735, 0.0912, 0.0859, -0.5051, 0.7883, -0.4966]}